34
Properties=species:S:1:pos:R:3:forces:R:3:lowdin_spin:R:1 method="wB97M-V/def2-TZVPD" e_homo_ev="1.22 / -0.44" multiplicity=4 charge=-2 lumo_ev="5.12 / 5.06" e_above_lowest_kcal_mol=60.26 largest_force_ev_per_a=3.58
C 0.92817 -1.10459 -1.78980 -0.2 -1.3 -0.2 0.043
C -0.44821 -0.87505 -2.15688 0.2 -1.3 0.0 0.021
C -1.28061 -1.53682 -1.19773 -0.3 -0.9 -1.0 0.110
C -0.88061 -0.32168 -3.47004 -0.4 0.6 0.0 0.002
C -0.42377 -2.12346 -0.19324 0.2 -1.0 -0.8 0.072
C 0.93524 -1.95342 -0.62580 -0.1 -0.4 -0.6 0.025
C 2.12797 -2.60485 -0.00284 0.1 0.3 0.2 0.004
C 2.11485 -0.66807 -2.57815 0.2 0.0 0.1 0.010
C -2.73152 -1.83094 -1.36495 -0.1 0.3 0.0 0.017
C -0.86527 -2.93716 0.97902 -0.1 0.0 0.0 0.021
Re -0.02510 -0.01926 -0.17044 1.5 2.3 -0.2 1.892
Cl -2.91890 1.70788 -1.86703 -1.0 0.5 -1.1 0.017
Cl 0.24446 2.09721 -1.12780 0.2 0.6 -0.9 0.124
Cl -2.15813 0.41934 0.67167 -2.6 -0.6 1.3 0.262
H -0.09542 0.30028 -3.90916 -0.1 -0.1 0.0 0.000
H -1.77559 0.30841 -3.33269 0.3 0.0 0.0 0.000
H -1.12979 -1.13497 -4.16995 0.2 0.0 0.2 -0.001
H -3.24081 -0.94597 -1.75722 0.0 0.0 0.1 0.001
H -3.16529 -2.10261 -0.40305 -0.1 0.1 0.0 0.001
H -2.87765 -2.67341 -2.05590 0.1 0.0 0.0 0.007
H -1.77074 -2.50406 1.41128 0.1 0.0 0.0 0.002
H -0.07995 -2.94760 1.73990 -0.2 0.0 0.0 0.001
H -1.08057 -3.97437 0.68675 0.0 0.1 0.0 0.004
H 1.95870 -2.73349 1.06926 0.2 0.1 -0.1 0.000
H 3.01989 -1.98839 -0.14751 -0.2 -0.1 0.2 0.001
H 2.31311 -3.59971 -0.43448 -0.2 0.2 -0.1 0.000
H 1.94911 0.32166 -3.00788 0.0 0.0 0.1 0.001
H 2.31686 -1.37358 -3.39160 0.0 0.0 0.0 0.002
H 2.99474 -0.62165 -1.93434 0.0 0.1 0.0 0.002
O 1.88198 0.21828 0.39172 1.5 0.2 1.0 0.202
H 1.92809 0.85889 1.12513 -0.2 -0.2 -0.4 0.016
O -0.20582 3.19438 2.95750 -0.2 1.0 0.6 0.025
C -0.10200 2.22127 2.27573 0.4 -2.3 -1.3 0.033
N 0.01687 1.21736 1.63558 0.8 2.0 2.8 0.083

---

95
Properties=species:S:1:pos:R:3:forces:R:3:mulliken_charge:R:1 method="wB97M-V/def2-TZVPD" e_homo_ev=-6.33 charge=0 lumo_ev=-2.43 e_above_lowest_kcal_mol=26.43 largest_force_ev_per_a=2.98
Cl 0.23802 -2.14152 2.35282 -0.1 -0.1 0.1 -0.156
C 0.53364 -0.53248 1.89012 2.1 -0.3 -1.2 0.563
C 1.70425 -0.22208 1.21881 -0.7 -1.3 1.2 -0.411
Cl 2.97554 -1.34912 1.01770 -0.2 -0.1 -0.1 -0.093
C 2.04630 1.15260 0.92056 1.8 1.7 0.6 0.772
O 3.20110 1.60346 0.94606 -2.7 -1.0 -0.2 -0.345
C 0.83023 2.07366 0.78297 1.2 1.7 -1.3 0.220
O 0.84808 3.04225 0.02274 -0.1 -1.7 1.4 -0.484
C -0.24053 1.76449 1.72004 -1.2 -1.3 0.9 -0.022
Cl -1.32576 3.03146 2.04964 -0.2 0.1 0.0 -0.138
C -0.40606 0.49531 2.24619 -0.3 2.3 -0.6 0.219
Cl -1.70013 0.14201 3.31267 0.3 0.0 -0.2 -0.138
C 7.11017 -1.57409 -1.18789 0.3 0.0 -0.1 -1.135
C 5.66251 -1.71522 -1.65490 -0.5 0.1 -0.3 2.862
C 5.09835 -3.01768 -1.09110 -0.1 0.1 -0.1 -2.495
C 5.54293 -1.64013 -3.17788 0.3 0.2 0.2 0.293
C 5.40799 -2.81073 -3.93197 0.1 0.1 0.1 -0.613
C 5.58649 -2.78335 -5.30899 0.0 0.0 -0.2 -1.493
C 5.90129 -1.59015 -5.94931 0.0 -0.1 0.1 -0.389
C 5.98434 -0.39481 -5.24247 -0.2 0.6 -0.2 0.492
C 6.27993 0.88593 -6.05278 -0.1 -0.1 0.6 2.491
C 5.04652 1.32117 -6.83393 -0.3 0.0 -0.1 -1.396
C 7.49039 0.74246 -6.97155 0.2 -0.1 0.1 -1.586
C 5.72917 -0.41168 -3.85523 0.4 -0.5 -0.3 -0.569
N 5.80190 0.81640 -3.11841 0.3 0.8 0.6 1.656
N 6.92373 1.56769 -3.25151 0.0 1.5 1.1 -1.649
N 6.72637 2.64361 -2.45319 -1.3 -2.3 -1.4 1.715
C 7.69023 3.70644 -2.43855 0.7 0.4 -0.3 -0.577
C 7.31260 5.01124 -2.82845 -0.4 -0.2 -0.4 0.075
C 6.00062 5.26980 -3.59265 -0.1 0.0 0.7 1.849
C 6.13939 4.91405 -5.07761 0.3 0.0 0.0 -1.375
C 5.51689 6.71069 -3.40165 0.0 0.0 -0.1 -2.047
C 8.21684 6.04973 -2.61213 -0.1 0.0 -0.2 -0.623
C 9.50119 5.78264 -2.15697 0.1 0.0 0.1 -1.634
C 9.89672 4.47395 -1.92637 0.2 0.1 0.0 -0.372
C 9.00638 3.41128 -2.06265 0.1 -0.3 0.3 0.931
C 9.50426 1.99526 -1.74123 -0.4 0.1 -0.1 2.232
C 9.80371 1.83973 -0.25209 0.0 0.1 0.2 -1.422
C 10.73349 1.62143 -2.56821 0.0 0.1 -0.2 -1.577
C 5.49848 2.58325 -1.82897 2.0 1.3 -0.2 -1.144
C 5.08104 3.61058 -0.90442 -0.2 1.1 1.2 1.210
C 6.00511 4.17123 0.01469 -0.5 -0.5 -0.7 -0.864
C 5.65564 5.27880 0.76750 0.1 0.0 0.4 0.136
C 6.66939 5.82763 1.74008 0.7 0.3 0.4 0.585
F 6.54007 7.17815 1.91663 0.1 -1.2 0.0 -0.286
F 6.57377 5.24324 2.97778 0.1 0.6 -1.0 -0.277
F 7.95537 5.60953 1.30164 -1.2 0.2 0.5 -0.213
C 4.40584 5.86932 0.65495 0.1 0.0 -0.3 -0.823
C 3.50042 5.34008 -0.26601 -0.1 -0.1 0.3 -0.097
C 2.24735 6.13437 -0.55825 -0.4 0.1 -0.2 0.624
F 1.48945 5.57286 -1.53937 0.5 0.6 0.9 -0.280
F 1.46491 6.29981 0.54730 0.5 0.0 -0.9 -0.270
F 2.60240 7.39402 -0.99395 -0.5 -1.0 0.4 -0.262
C 3.77900 4.16681 -0.94882 0.8 -0.1 -0.4 -0.726
C 4.86931 1.42361 -2.24924 -1.7 -2.1 0.1 1.921
C 3.65670 0.92837 -1.79054 1.1 0.4 -1.1 -2.033
H 7.60221 -0.67947 -1.58540 -0.1 -0.1 0.0 -0.074
H 7.13584 -1.52286 -0.09377 0.0 0.0 -0.1 0.392
H 7.69576 -2.44971 -1.50607 -0.1 0.2 0.1 0.325
H 5.07304 -0.88297 -1.25568 0.1 -0.1 0.2 -0.661
H 4.06527 -3.17210 -1.42010 0.1 -0.1 0.1 0.452
H 5.70992 -3.87126 -1.41049 -0.2 0.1 0.2 0.537
H 5.11370 -2.98000 0.00038 0.0 -0.1 -0.1 0.455
H 5.20470 -3.75742 -3.42039 0.1 0.4 -0.3 0.353
H 5.51127 -3.70159 -5.88639 0.0 0.1 0.1 0.347
H 6.08571 -1.55752 -7.02429 -0.1 -0.2 0.3 0.293
H 6.52965 1.66729 -5.33094 -0.1 -0.1 -0.3 -1.362
H 4.17871 1.41935 -6.16936 0.1 0.0 -0.2 0.350
H 5.22130 2.28845 -7.32137 0.0 -0.2 0.1 0.395
H 4.79929 0.58192 -7.60879 0.0 0.2 0.1 0.343
H 8.38232 0.46183 -6.39927 -0.1 0.0 -0.1 0.388
H 7.32641 -0.00997 -7.75251 0.1 0.2 0.1 0.327
H 7.69253 1.70112 -7.46287 0.0 -0.2 0.0 0.423
H 5.22896 4.61563 -3.16783 0.2 0.1 -0.2 -0.297
H 6.51214 3.88711 -5.20040 -0.1 0.3 0.0 0.069
H 5.16634 4.99233 -5.57841 0.2 0.0 0.1 0.449
H 6.85055 5.60240 -5.56726 -0.2 -0.3 0.1 0.313
H 5.47760 6.95756 -2.33107 0.0 0.1 -0.3 0.416
H 6.19669 7.40740 -3.91948 -0.4 -0.1 0.2 0.396
H 4.50879 6.83629 -3.81876 0.3 0.0 0.1 0.410
H 7.92112 7.08299 -2.82726 0.2 -0.5 0.0 0.308
H 10.19456 6.60894 -2.00078 -0.1 -0.2 0.0 0.398
H 10.91867 4.25743 -1.61216 -0.3 0.1 -0.1 0.331
H 8.70558 1.30411 -2.02325 0.2 0.1 0.2 -1.190
H 8.95572 2.16058 0.36678 0.2 -0.1 -0.1 0.333
H 10.02509 0.79287 -0.00733 0.0 0.2 -0.1 0.416
H 10.67858 2.44552 0.02274 -0.2 -0.1 0.0 0.339
H 10.51836 1.69811 -3.63922 0.1 0.0 0.1 0.355
H 11.57712 2.28024 -2.33098 -0.1 -0.2 -0.1 0.316
H 11.03310 0.58898 -2.35500 0.0 0.2 0.0 0.445
H 6.99417 3.73179 0.12562 -0.2 0.1 -0.1 0.792
H 4.15134 6.73744 1.25264 0.0 0.0 -0.2 0.549
H 3.03847 3.70224 -1.58799 0.0 0.3 -0.1 0.669
H 3.04461 1.65320 -1.28188 -0.1 -0.4 -0.1 -0.334
H 3.32943 -0.06766 -2.06499 -0.2 0.3 0.0 0.407

---

21
Properties=species:S:1:pos:R:3:forces:R:3:mulliken_charge:R:1 method="wB97M-V/def2-TZVPD" e_homo_ev=-7.26 charge=0 lumo_ev=0.62 e_above_lowest_kcal_mol=113.17 largest_force_ev_per_a=3.87
C -2.11063 0.33292 -1.84185 -3.4 -0.5 -1.3 -0.439
C 3.52076 0.96683 -1.14570 -0.6 0.8 2.2 0.792
C -0.38004 -2.51286 0.34331 2.1 -0.1 -1.3 -0.834
C -1.08522 1.56238 1.75410 0.8 1.4 -1.2 -0.859
C 0.59904 -1.67039 0.53981 0.1 3.0 2.5 0.100
C -0.22438 0.85314 -0.40037 2.9 1.4 1.2 -0.038
N -1.23665 0.50140 -0.95028 -1.0 0.2 -0.6 -0.090
N 0.03512 1.42577 0.80159 -1.2 -1.1 -1.3 -0.144
O 4.01737 0.25285 -1.90052 0.0 -0.1 -0.7 -0.376
O 3.07997 1.64725 -0.29296 0.5 -0.7 -1.4 -0.426
O 1.59682 -1.29383 -0.32753 -0.4 -3.0 -0.7 -0.340
H -2.69440 1.12215 -2.40956 1.5 -0.3 0.8 0.226
H -2.68801 -0.61584 -1.92947 0.9 0.3 0.3 0.218
H -1.14049 -2.57622 1.02575 -1.7 -0.6 1.4 0.328
H -0.23465 -3.11281 -0.51545 -0.8 -0.9 -0.9 0.220
H -1.21262 0.64949 2.30549 0.3 0.1 1.4 0.268
H -0.93285 2.59170 2.17098 -0.5 -1.4 0.8 0.326
H -2.00902 1.57725 1.18302 0.0 0.4 -0.4 0.289
H 0.52733 -1.02710 1.50228 0.7 -1.0 -1.9 0.207
H 1.00591 1.37158 1.10522 -0.6 0.2 0.0 0.301
H 1.56665 -2.04563 -1.01784 0.4 1.9 1.1 0.272

---

67
Properties=species:S:1:pos:R:3:forces:R:3:mulliken_charge:R:1 method="wB97M-V/def2-TZVPD" e_homo_ev=-12.01 charge=+1 lumo_ev=-2.09 e_above_lowest_kcal_mol=0.00 largest_force_ev_per_a=0.96
Na -0.46193 0.87158 -0.86682 0.0 0.2 -0.1 0.670
C -0.77394 4.70633 1.54508 -0.1 0.1 -0.1 -1.386
C -1.37358 3.31815 1.35602 0.1 0.6 0.1 0.998
C -2.68977 3.19245 2.08302 -0.3 -0.6 0.6 -1.381
O -1.56622 3.06291 -0.04828 0.3 -0.4 0.0 -0.519
H 0.09257 4.85471 0.90046 0.1 -0.1 0.1 0.316
H -0.49253 4.88913 2.58187 0.1 -0.1 0.0 0.369
H -1.51028 5.47283 1.27970 0.0 -0.1 0.0 0.362
H -0.65434 2.57298 1.70122 -0.1 -0.1 -0.1 -0.046
H -2.59377 3.43582 3.14435 0.1 0.2 -0.1 0.353
H -3.07733 2.16905 2.07541 0.0 0.1 -0.3 0.293
H -3.44866 3.84246 1.64518 0.0 0.1 0.0 0.397
H -2.18404 3.73295 -0.36092 0.0 -0.1 -0.2 0.307
C 3.16756 2.61226 -0.19802 0.0 0.2 0.2 -1.202
C 1.99198 3.01885 -1.06681 0.4 0.0 -0.6 1.586
C 2.32878 4.18450 -2.00083 0.1 0.0 0.4 -1.385
O 1.54867 1.87947 -1.85105 -0.4 0.0 0.4 -0.432
H 3.56935 3.47566 0.33571 -0.1 0.0 0.1 0.456
H 3.99091 2.22792 -0.80451 -0.1 -0.1 0.0 0.358
H 2.86719 1.86667 0.53850 0.1 -0.1 -0.1 0.150
H 1.12758 3.28821 -0.46147 0.0 -0.1 0.1 -0.844
H 2.77486 3.81734 -2.92545 0.0 0.0 -0.1 0.374
H 3.05736 4.84694 -1.53137 0.0 0.0 0.0 0.391
H 1.44950 4.78470 -2.22667 0.0 -0.1 -0.2 0.345
H 2.27102 1.63669 -2.43929 0.0 -0.1 0.0 0.303
C -2.07041 -2.55199 -3.12593 -0.3 -0.2 -0.3 -1.606
C -1.05572 -1.49920 -2.76810 0.1 0.1 0.0 2.704
C 0.13391 -1.52227 -3.70895 0.0 0.4 0.0 -1.479
O -1.65208 -0.17907 -2.74030 0.3 -0.1 0.5 -0.546
H -1.68974 -3.55040 -2.90345 0.1 0.0 0.0 0.342
H -2.28259 -2.51238 -4.19933 0.0 0.0 0.1 0.417
H -3.01438 -2.42802 -2.59672 0.1 0.1 0.1 0.398
H -0.70266 -1.66505 -1.74330 -0.1 0.1 0.0 -1.496
H 0.71666 -2.43709 -3.61795 -0.1 -0.1 0.0 0.354
H 0.79124 -0.67419 -3.50044 0.0 -0.1 0.0 0.271
H -0.21312 -1.41494 -4.74042 0.1 -0.1 0.0 0.448
H -1.94847 0.06463 -3.62225 0.0 0.0 -0.1 0.273
C 2.13238 -2.26663 2.03701 -0.1 0.2 0.4 -1.582
C 1.33844 -2.10612 0.73660 0.1 0.0 0.2 0.976
C 0.91245 -3.46270 0.19296 0.2 -0.6 0.1 -1.021
C -0.25183 -4.09744 0.94259 -0.4 0.5 -0.3 -0.742
C -1.43879 -3.13499 0.95762 0.1 -0.1 0.0 -1.071
C -1.09361 -1.75281 1.53378 -0.5 -0.6 0.5 1.427
N 0.12137 -1.29093 0.86325 -0.1 0.6 -0.6 1.227
O 0.44548 0.03381 1.26465 -0.1 0.3 -0.1 -0.326
C -2.22295 -0.80546 1.16374 -0.1 0.7 -0.7 -2.062
C -1.02794 -1.82242 3.06981 0.4 0.1 -0.1 -1.586
C 2.23648 -1.43143 -0.29286 0.3 0.1 0.0 -1.459
H 2.45003 -1.30009 2.44272 0.1 0.0 -0.1 0.326
H 3.02994 -2.85609 1.85626 0.0 0.0 0.0 0.455
H 1.57029 -2.75271 2.83239 0.0 -0.2 -0.1 0.316
H 0.68640 -3.37274 -0.87421 -0.2 0.1 0.0 0.168
H 1.77548 -4.13407 0.24624 0.0 0.1 0.0 0.464
H 0.01630 -4.34466 1.96982 0.1 -0.2 0.0 0.330
H -0.56856 -4.99504 0.41119 0.2 -0.2 0.3 0.451
H -2.26240 -3.55337 1.54009 0.0 0.0 0.0 0.507
H -1.83079 -3.01390 -0.05872 0.1 0.1 0.0 0.212
H -3.20253 -1.15123 1.48799 0.1 -0.2 0.2 0.535
H -2.06865 0.20328 1.55626 0.0 -0.1 0.2 0.248
H -2.28957 -0.70668 0.06930 0.0 -0.1 0.1 0.243
H -0.80929 -0.83678 3.49018 -0.2 0.0 0.1 0.312
H -1.98966 -2.16412 3.44777 -0.1 0.2 0.1 0.447
H -0.27250 -2.50712 3.44988 -0.1 -0.1 -0.1 0.318
H 3.10790 -2.06274 -0.47665 0.0 0.0 -0.1 0.474
H 2.60277 -0.46938 0.06360 0.0 0.0 0.0 0.215
H 1.71476 -1.27816 -1.23996 0.0 0.0 0.0 0.055
H 0.76500 0.04216 2.17882 0.0 -0.2 0.1 0.226

---

16
Properties=species:S:1:pos:R:3:forces:R:3:mulliken_charge:R:1 method="wB97M-V/def2-TZVPD" e_homo_ev=-8.13 charge=0 lumo_ev=-0.60 e_above_lowest_kcal_mol=111.11 largest_force_ev_per_a=3.46
C 1.65675 0.17477 1.06916 -0.4 -0.4 0.6 -1.330
C -1.20245 0.30571 -1.71913 -0.4 0.8 0.5 -1.354
C -1.04301 -0.82955 0.67665 0.0 -3.2 -1.4 0.275
C 0.37479 0.55673 0.39233 0.3 1.2 -1.8 0.650
C -0.51500 -0.15530 -0.48284 -0.5 2.3 0.4 0.737
O 0.16779 1.91122 0.29467 0.5 -0.7 0.0 -0.488
C -0.16825 -1.98815 0.12853 0.0 -1.6 3.0 0.153
O -2.05375 -0.87847 1.35150 0.7 0.4 -0.6 -0.602
N 0.18656 -3.04116 -0.23178 -0.1 1.0 -0.3 -0.549
H 0.79918 2.39341 0.84799 0.0 -0.1 -0.1 0.352
H 2.50121 0.55562 0.48108 -0.2 0.0 -0.1 0.364
H 1.76508 -0.89860 1.20365 0.0 0.0 -0.2 0.369
H 1.70484 0.61922 2.06687 0.0 0.1 0.0 0.406
H -1.71616 1.25252 -1.52893 0.0 0.1 -0.2 0.342
H -0.49135 0.43928 -2.53661 0.0 0.0 0.2 0.330
H -1.96624 -0.41725 -2.01314 0.2 0.0 0.1 0.347